No. 1
Below is a 5-piece molecular cluster, C2H12O6 overall, with properties calculated with wB97M-V/def2-TZVPD.

Calculated values
Frontier orbital gap = 10.97 eV
Total charge = 0
Lowest unoccupied orbital energy = 0.412 eV
DFT total energy = -534.8811 a.u.

Each atom is followed by the atoms it is bonded to, with distances in Å.
Atoms and positions in Å:
1 C -1.17 2.15 -0.56  C2 1.496, H5 1.082, H6 1.084, H7 1.091
2 C -0.19 1.08 -0.92  C1 1.496, O3 1.210, O4 1.329
3 O 0.85 0.87 -0.33  C2 1.210
4 O -0.58 0.38 -1.98  C2 1.329, H8 1.000
5 H -2.12 2.00 -1.06  C1 1.082
6 H -0.77 3.11 -0.87  C1 1.084
7 H -1.36 2.23 0.51  C1 1.091
8 H 0.10 -0.26 -2.34  O4 1.000
9 O 1.12 -0.54 1.87  H10 0.964, H11 0.963
10 H 1.79 -0.77 2.54  O9 0.964
11 H 1.38 0.31 1.51  O9 0.963
12 O 1.06 -1.62 -2.80  H13 0.965, H14 0.976
13 H 0.28 -2.09 -3.12  O12 0.965
14 H 1.26 -2.06 -1.95  O12 0.976
15 O 0.58 -2.53 -0.13  H16 0.976, H17 0.968
16 H 1.07 -1.88 0.41  O15 0.976
17 H -0.31 -2.14 -0.12  O15 0.968
18 O -1.00 0.97 3.20  H19 0.973, H20 0.970
19 H -0.22 0.41 2.99  O18 0.973
20 H -1.77 0.38 3.15  O18 0.970

No. 2
Below is a 8-piece molecular cluster, C34H71O25P overall, with properties calculated with wB97M-V/def2-TZVPD.

Calculated values
Frontier orbital gap = 11.03 eV
Total charge = 0
Lowest unoccupied orbital energy = 0.517 eV
DFT total energy = -3560.4391 a.u.

Each atom is followed by the atoms it is bonded to, with distances in Å.
Atoms and positions in Å:
1 C 12.01 -14.16 33.41  C2 1.525, H12 1.090, H13 1.090, H14 1.090
2 C 11.82 -12.98 32.46  C1 1.525, O3 1.374, H15 1.090, H16 1.090
3 O 10.62 -13.04 31.79  C2 1.374, P4 1.625
4 P 10.23 -12.32 30.39  O3 1.625, O5 1.501, O6 1.659, O9 1.653
5 O 9.98 -10.84 30.42  P4 1.501
6 O 8.93 -13.26 29.94  P4 1.659, C7 1.462
7 C 8.05 -12.66 28.95  O6 1.462, C8 1.533, H17 1.090, H18 1.090
8 C 6.58 -12.98 29.28  C7 1.533, H19 1.090, H20 1.090, H21 1.090
9 O 11.40 -12.80 29.32  P4 1.653, C10 1.446
10 C 11.76 -12.04 28.15  O9 1.446, C11 1.605, H22 1.090, H23 1.090
11 C 11.40 -12.85 26.82  C10 1.605, H24 1.090, H25 1.090, H26 1.090
12 H 11.48 -13.95 34.33  C1 1.090
13 H 11.48 -14.98 32.93  C1 1.090
14 H 13.05 -14.48 33.47  C1 1.090
15 H 12.02 -12.13 33.11  C2 1.090
16 H 12.49 -13.17 31.62  C2 1.090
17 H 8.20 -11.58 28.95  C7 1.090
18 H 8.39 -13.10 28.01  C7 1.090
19 H 6.32 -12.42 30.17  C8 1.090
20 H 5.94 -12.61 28.47  C8 1.090
21 H 6.33 -14.03 29.40  C8 1.090
22 H 11.26 -11.07 28.21  C10 1.090
23 H 12.81 -11.82 28.33  C10 1.090
24 H 11.96 -13.79 26.74  C11 1.090
25 H 10.42 -13.32 26.79  C11 1.090
26 H 11.47 -12.29 25.88  C11 1.090
27 C 10.28 -15.37 23.69  C28 1.514, H34 1.090, H35 1.090, H36 1.090
28 C 10.54 -14.30 22.66  C27 1.514, O29 1.385, H37 1.090, H38 1.090
29 O 9.95 -13.08 22.91  C28 1.385, C30 1.433
30 C 10.45 -11.85 22.35  O29 1.433, O31 1.222, O32 1.319
31 O 11.41 -11.87 21.59  C30 1.222
32 O 9.84 -10.79 22.84  C30 1.319, C33 1.380
33 C 10.16 -9.48 22.56  O32 1.380, H39 1.090, H40 1.090, H41 1.090
34 H 10.64 -14.96 24.64  C27 1.090
35 H 10.70 -16.37 23.57  C27 1.090
36 H 9.21 -15.55 23.77  C27 1.090
37 H 10.14 -14.76 21.75  C28 1.090
38 H 11.58 -14.15 22.34  C28 1.090
39 H 11.03 -9.19 23.15  C33 1.090
40 H 9.29 -8.90 22.85  C33 1.090
41 H 10.29 -9.36 21.48  C33 1.090
42 C 11.61 -17.89 31.43  C43 1.479, H49 1.090, H50 1.090, H51 1.090
43 C 11.55 -17.47 30.01  C42 1.479, O44 1.422, H52 1.090, H53 1.090
44 O 12.22 -18.41 29.19  C43 1.422, C45 1.305
45 C 11.94 -18.48 27.92  O44 1.305, O46 1.252, O47 1.363
46 O 11.00 -17.93 27.29  C45 1.252
47 O 12.88 -19.32 27.41  C45 1.363, C48 1.389
48 C 13.12 -19.33 26.04  O47 1.389, H54 1.090, H55 1.090, H56 1.090
49 H 12.58 -17.59 31.83  C42 1.090
50 H 11.49 -18.97 31.35  C42 1.090
51 H 10.81 -17.58 32.09  C42 1.090
52 H 11.91 -16.46 29.83  C43 1.090
53 H 10.48 -17.51 29.79  C43 1.090
54 H 13.85 -20.11 25.84  C48 1.090
55 H 13.34 -18.30 25.74  C48 1.090
56 H 12.25 -19.57 25.42  C48 1.090
57 C 15.21 -14.69 30.71  C58 1.522, H64 1.090, H65 1.090, H66 1.090
58 C 16.01 -13.48 31.19  C57 1.522, O59 1.440, H67 1.090, H68 1.090
59 O 15.37 -13.02 32.39  C58 1.440, C60 1.269
60 C 15.84 -13.13 33.57  O59 1.269, O61 1.257, O62 1.319
61 O 16.80 -13.84 33.96  C60 1.257
62 O 15.15 -12.25 34.26  C60 1.319, C63 1.335
63 C 15.37 -12.09 35.56  O62 1.335, H69 1.090, H70 1.090, H71 1.090
64 H 14.18 -14.41 30.49  C57 1.090
65 H 15.26 -15.61 31.30  C57 1.090
66 H 15.57 -14.90 29.71  C57 1.090
67 H 15.84 -12.60 30.57  C58 1.090
68 H 17.07 -13.75 31.12  C58 1.090
69 H 14.83 -11.18 35.81  C63 1.090
70 H 16.45 -11.98 35.71  C63 1.090
71 H 15.10 -12.86 36.28  C63 1.090
72 C 17.09 -11.71 28.32  C73 1.562, H79 1.090, H80 1.090, H81 1.090
73 C 15.58 -11.33 28.13  C72 1.562, O74 1.423, H82 1.090, H83 1.090
74 O 14.96 -12.19 27.19  C73 1.423, C75 1.325
75 C 15.05 -11.96 25.88  O74 1.325, O76 1.224, O77 1.337
76 O 15.65 -11.03 25.38  C75 1.224
77 O 14.23 -12.81 25.24  C75 1.337, C78 1.416
78 C 13.83 -12.52 23.91  O77 1.416, H84 1.090, H85 1.090, H86 1.090
79 H 17.74 -11.75 27.45  C72 1.090
80 H 17.13 -12.58 28.98  C72 1.090
81 H 17.56 -10.85 28.81  C72 1.090
82 H 15.46 -10.27 27.87  C73 1.090
83 H 14.98 -11.34 29.04  C73 1.090
84 H 12.96 -13.16 23.84  C78 1.090
85 H 14.68 -12.90 23.34  C78 1.090
86 H 13.57 -11.49 23.68  C78 1.090
87 C 13.63 -9.63 31.02  C88 1.470, H94 1.090, H95 1.090, H96 1.090
88 C 13.45 -8.42 30.20  C87 1.470, O89 1.497, H97 1.090, H98 1.090
89 O 13.72 -8.86 28.80  C88 1.497, C90 1.296
90 C 13.42 -8.01 27.87  O89 1.296, O91 1.248, O92 1.377
91 O 13.02 -6.83 27.93  C90 1.248
92 O 13.76 -8.60 26.67  C90 1.377, C93 1.397
93 C 13.52 -7.84 25.52  O92 1.397, H99 1.090, H100 1.090, H101 1.090
94 H 13.17 -9.53 32.00  C87 1.090
95 H 14.70 -9.74 31.19  C87 1.090
96 H 13.35 -10.54 30.49  C87 1.090
97 H 14.18 -7.68 30.52  C88 1.090
98 H 12.38 -8.19 30.22  C88 1.090
99 H 12.56 -7.34 25.54  C93 1.090
100 H 13.52 -8.51 24.66  C93 1.090
101 H 14.33 -7.13 25.38  C93 1.090
102 C 1.10 -11.63 24.42  C103 1.583, H109 1.090, H110 1.090, H111 1.090
103 C 0.43 -12.81 25.22  C102 1.583, O104 1.435, H112 1.090, H113 1.090
104 O 1.10 -13.15 26.45  C103 1.435, C105 1.406
105 C 2.39 -13.71 26.46  O104 1.406, O106 1.229, O107 1.305
106 O 2.97 -14.11 25.45  C105 1.229
107 O 2.85 -13.90 27.67  C105 1.305, C108 1.355
108 C 3.95 -14.63 27.97  O107 1.355, H114 1.090, H115 1.090, H116 1.090
109 H 2.13 -11.83 24.11  C102 1.090
110 H 1.00 -10.70 24.98  C102 1.090
111 H 0.80 -11.32 23.42  C102 1.090
112 H 0.23 -13.74 24.68  C103 1.090
113 H -0.56 -12.44 25.45  C103 1.090
114 H 4.13 -14.43 29.03  C108 1.090
115 H 4.85 -14.46 27.38  C108 1.090
116 H 3.63 -15.67 27.94  C108 1.090
117 C 6.32 -12.51 25.31  C118 1.605, H124 1.090, H125 1.090, H126 1.090
118 C 7.19 -11.24 24.87  C117 1.605, O119 1.413, H127 1.090, H128 1.090
119 O 8.05 -10.98 25.96  C118 1.413, C120 1.393
120 C 8.42 -9.66 26.23  O119 1.393, O121 1.209, O122 1.348
121 O 8.50 -8.78 25.40  C120 1.209
122 O 8.74 -9.54 27.53  C120 1.348, C123 1.452
123 C 9.14 -8.26 28.10  O122 1.452, H129 1.090, H130 1.090, H131 1.090
124 H 5.38 -12.55 24.76  C117 1.090
125 H 6.24 -12.43 26.39  C117 1.090
126 H 6.94 -13.36 25.00  C117 1.090
127 H 6.65 -10.32 24.64  C118 1.090
128 H 7.66 -11.30 23.89  C118 1.090
129 H 10.21 -8.29 28.29  C123 1.090
130 H 8.69 -8.27 29.09  C123 1.090
131 H 8.83 -7.33 27.63  C123 1.090

No. 3
Below is one molecule with the formula C4H8O2, with properties calculated with wB97M-V/def2-TZVPD.

Calculated values
Frontier orbital gap = 9.06 eV
Total charge = 0
Lowest unoccupied orbital energy = 0.333 eV
DFT total energy = -307.5087 a.u.

Each atom is followed by the atoms it is bonded to, with distances in Å.
Atoms and positions in Å:
1 C -1.51 -0.81 1.24  O2 1.405, H7 1.102, H8 1.102, H9 1.092
2 O -0.24 -0.93 0.64  C1 1.405, C3 1.419
3 C -0.10 -0.05 -0.46  O2 1.419, C4 1.506, C6 1.524, H10 1.104
4 C -0.02 1.44 -0.20  C3 1.506, H11 1.104
5 O 1.97 1.03 -0.48  C6 1.449, H12 0.973
6 C 1.33 -0.17 -0.97  C3 1.524, O5 1.449, H13 1.091, H14 1.094
7 H -1.68 0.21 1.64  C1 1.102
8 H -2.32 -1.03 0.52  C1 1.102
9 H -1.56 -1.52 2.06  C1 1.092
10 H -0.86 -0.28 -1.22  C3 1.104
11 H 0.01 1.61 0.89  C4 1.104
12 H 1.71 1.75 -1.08  O5 0.973
13 H 1.84 -1.02 -0.50  C6 1.091
14 H 1.42 -0.24 -2.06  C6 1.094